# 1
ORCA calculation (the ωB97M-V functional and the def2-TZVPD basis) on the molecule C4H7N in a non-equilibrium geometry.

## Properties
- HOMO-LUMO gap (eV) = 12.223
- ΔE to the lowest compared entry with this formula, charge and spin (kcal/mol) = 40.0

Geometry as ORCA input:
```
! RIJCOSX wB97M-V def2-TZVPD def2/J DEFGRID3
* xyz 0 1
C -0.860 -1.076 0.126
C -0.642 0.420 -0.318
C 0.657 0.991 0.193
C 1.853 0.088 -0.049
H -0.300 -1.241 1.276
H -0.361 -1.869 -0.701
H -2.109 -1.253 0.062
H -1.568 0.963 -0.012
H -0.722 0.601 -1.465
H 0.553 1.153 1.246
H 0.840 1.988 -0.211
N 2.661 -0.765 -0.147
*
```

For reference, the Löwdin charges in units of e are: -0.164 -0.335 -0.225 -0.203 0.138 0.110 0.112 0.101 0.130 0.100 0.108 0.128

---

# 2
ORCA calculation (the ωB97M-V functional and the def2-TZVPD basis) on the molecule C4H7N in a non-equilibrium geometry.

## Properties
- HOMO-LUMO gap (eV) = 12.510
- ΔE to the lowest compared entry with this formula, charge and spin (kcal/mol) = 4.0

Geometry as ORCA input:
```
! RIJCOSX wB97M-V def2-TZVPD def2/J DEFGRID3
* xyz 0 1
C -0.903 -0.984 -0.282
C 0.364 -0.227 0.185
C 0.043 1.171 0.686
C 1.359 -0.225 -0.959
H -1.371 -0.306 -1.039
H -1.621 -1.022 0.568
H -0.626 -1.972 -0.669
H 0.832 -0.815 0.973
H -0.840 1.132 1.390
H 0.930 1.614 1.193
H -0.221 1.816 -0.177
N 2.054 -0.183 -1.869
*
```

For reference, the Löwdin charges in units of e are: -0.079 -0.432 -0.089 -0.203 0.095 0.085 0.083 0.126 0.096 0.089 0.090 0.140

---

# 3
ORCA calculation (the ωB97M-V functional and the def2-TZVPD basis) on the ion C4H7N2 with charge +1 in a non-equilibrium geometry.

## Properties
- HOMO-LUMO gap (alpha / beta) (eV) = 7.651 / 8.290
- ΔE to the lowest compared entry with this formula, charge and spin (kcal/mol) = 148.9

Geometry as ORCA input:
```
! RIJCOSX wB97M-V def2-TZVPD def2/J DEFGRID3
* xyz 1 1
C -2.244 -0.039 -0.311
C -0.271 -1.062 0.216
C 1.024 0.896 -0.054
C 1.114 -0.642 -0.027
N -0.388 1.150 0.223
N -1.063 0.018 0.204
H -2.937 -0.824 -0.020
H -0.644 -2.064 0.319
H -0.847 1.982 -0.122
H 1.654 1.360 0.714
H 1.311 1.308 -1.028
H 1.567 -1.075 -0.924
H 1.723 -1.010 0.809
*
```

For reference, the Löwdin charges in units of e are: 0.284 0.098 -0.096 -0.076 0.048 -0.234 0.083 0.162 0.171 0.132 0.134 0.145 0.150

---

# 4
ORCA calculation (the ωB97M-V functional and the def2-TZVPD basis) on the ion C4H7N2 with charge +1 in a non-equilibrium geometry.

## Properties
- HOMO-LUMO gap (alpha / beta) (eV) = 8.176 / 8.167
- ΔE to the lowest compared entry with this formula, charge and spin (kcal/mol) = 184.7

Geometry as ORCA input:
```
! RIJCOSX wB97M-V def2-TZVPD def2/J DEFGRID3
* xyz 1 1
C -1.822 0.875 0.058
C -1.829 -0.285 0.729
C -0.988 -1.121 -0.128
C 1.763 0.027 0.092
N 0.629 0.776 -0.238
N -0.684 0.239 -0.581
H -2.535 1.669 0.036
H -0.191 -1.499 0.504
H -1.288 -1.913 -0.838
H 1.951 0.094 1.056
H 1.691 -0.974 -0.232
H 2.728 0.355 -0.452
H 0.576 1.759 -0.006
*
```

For reference, the Löwdin charges in units of e are: 0.059 0.185 -0.056 -0.071 0.008 0.027 0.135 0.111 0.166 0.048 0.084 0.148 0.156

---

# 5
ORCA calculation (the ωB97M-V functional and the def2-TZVPD basis) on the ion C4H7N2 with charge +1 in a non-equilibrium geometry.

## Properties
- HOMO-LUMO gap (eV) = 7.943
- ΔE to the lowest compared entry with this formula, charge and spin (kcal/mol) = 122.0

Geometry as ORCA input:
```
! RIJCOSX wB97M-V def2-TZVPD def2/J DEFGRID3
* xyz 1 1
C 1.029 -0.634 0.448
C 2.338 -1.075 1.092
C -0.120 0.072 0.360
C -1.952 1.088 -0.928
N 1.886 -1.518 -0.145
N -0.694 0.341 -0.795
H 2.946 -0.211 1.284
H 2.423 -1.848 1.835
H -0.675 0.005 1.323
H -1.897 1.922 -0.218
H -2.248 1.215 -1.943
H -2.717 0.389 -0.565
H -0.319 0.254 -1.749
*
```

For reference, the Löwdin charges in units of e are: -0.137 -0.092 0.013 -0.003 0.240 0.057 0.112 0.106 0.189 0.116 0.097 0.111 0.192

---

# 6
ORCA calculation (the ωB97M-V functional and the def2-TZVPD basis) on a cluster of 2 separate species, C4H7N2 in total in a non-equilibrium geometry.

## Properties
- HOMO-LUMO gap (eV) = 8.064
- ΔE to the lowest compared entry with this formula, charge and spin (kcal/mol) = 182.9

Geometry as ORCA input:
```
! RIJCOSX wB97M-V def2-TZVPD def2/J DEFGRID3
* xyz 1 1
C 0.901 0.772 1.301
C 0.917 1.555 -0.077
C -1.583 -2.093 -1.337
C -0.233 0.978 0.437
N -0.166 -2.189 -1.013
N -0.706 -1.185 -0.582
H 1.572 -0.050 1.370
H 1.076 1.233 2.254
H 1.056 2.622 -0.073
H 1.540 0.899 -0.684
H -1.638 -1.928 -2.409
H -2.280 -2.410 -0.579
H -1.251 1.096 0.183
*
```

For reference, the Löwdin charges in units of e are: -0.020 -0.030 -0.093 0.109 0.127 0.031 0.128 0.126 0.140 0.152 0.104 0.100 0.126

---

# 7
ORCA calculation (the ωB97M-V functional and the def2-TZVPD basis) on the ion C4H7N2 with charge +1 in a non-equilibrium geometry.

## Properties
- HOMO-LUMO gap (alpha / beta) (eV) = 7.291 / 7.294
- ΔE to the lowest compared entry with this formula, charge and spin (kcal/mol) = 133.4

Geometry as ORCA input:
```
! RIJCOSX wB97M-V def2-TZVPD def2/J DEFGRID3
* xyz 1 1
C -1.307 0.607 -0.041
C 1.143 0.823 -0.026
C 1.331 -0.583 0.384
C -0.119 0.195 -0.466
N -2.311 -0.264 0.210
N 0.627 -1.197 -0.618
H -1.403 1.686 -0.019
H 1.023 1.671 0.712
H 1.790 1.066 -0.763
H 1.414 -1.075 1.381
H -3.362 -0.196 0.240
H 1.030 -1.156 -1.621
H -2.031 -1.337 0.465
*
```

For reference, the Löwdin charges in units of e are: -0.106 -0.081 0.061 -0.185 0.110 0.091 0.155 0.158 0.086 0.171 0.150 0.186 0.202

---

# 8
ORCA calculation (the ωB97M-V functional and the def2-TZVPD basis) on the ion C4H7N2 with charge +1 in a non-equilibrium geometry.

## Properties
- HOMO-LUMO gap (eV) = 10.214
- ΔE to the lowest compared entry with this formula, charge and spin (kcal/mol) = 93.3

Geometry as ORCA input:
```
! RIJCOSX wB97M-V def2-TZVPD def2/J DEFGRID3
* xyz 1 1
C -2.124 -1.409 -0.850
C -0.382 0.422 -0.829
C 1.569 1.254 0.602
C 1.133 -0.156 1.195
N -1.400 -0.392 -0.729
N 0.550 0.503 0.068
H -1.869 -2.380 -1.471
H -3.184 -1.357 -0.633
H -0.244 1.167 -1.624
H 1.201 2.186 1.081
H 2.457 1.309 0.097
H 1.729 -1.026 0.867
H 0.564 -0.121 2.226
*
```

For reference, the Löwdin charges in units of e are: 0.105 -0.048 -0.024 0.017 0.102 -0.120 0.152 0.099 0.183 0.147 0.092 0.130 0.165

---

# 9
ORCA calculation (the ωB97M-V functional and the def2-TZVPD basis) on the ion C4H7N2 with charge +1 in a non-equilibrium geometry.

## Properties
- HOMO-LUMO gap (eV) = 9.273
- ΔE to the lowest compared entry with this formula, charge and spin (kcal/mol) = 94.0

Geometry as ORCA input:
```
! RIJCOSX wB97M-V def2-TZVPD def2/J DEFGRID3
* xyz 1 1
C 0.304 -1.573 0.535
C -0.088 1.664 -0.808
C -0.885 0.702 0.061
C 0.929 0.572 -0.958
N -0.254 -1.975 1.647
N 0.250 -0.219 -0.096
H 1.046 -2.174 0.065
H -0.422 2.117 -1.805
H 0.303 2.291 -0.022
H -1.100 0.997 1.054
H -1.718 0.106 -0.236
H 1.795 0.404 -1.489
H -0.160 -2.911 2.050
*
```

For reference, the Löwdin charges in units of e are: -0.110 -0.052 -0.079 0.154 0.169 0.008 0.112 0.173 0.137 0.128 0.140 0.131 0.091

---

# 10
ORCA calculation (the ωB97M-V functional and the def2-TZVPD basis) on the ion C4H7N2 with charge +1 in a non-equilibrium geometry.

## Properties
- HOMO-LUMO gap (eV) = 9.551
- ΔE to the lowest compared entry with this formula, charge and spin (kcal/mol) = 121.0

Geometry as ORCA input:
```
! RIJCOSX wB97M-V def2-TZVPD def2/J DEFGRID3
* xyz 1 1
C -1.305 -0.220 0.105
C 0.199 -1.378 0.984
C 0.903 -0.292 0.187
C 0.090 1.624 -0.978
N 0.078 -2.455 1.425
N -0.236 0.372 -0.318
H -2.363 -0.021 -0.139
H 1.563 0.242 0.777
H 1.318 -0.764 -0.790
H -0.853 2.163 -1.016
H 0.663 1.654 -1.844
H 0.575 2.176 -0.227
H -0.632 -3.104 1.833
*
```

For reference, the Löwdin charges in units of e are: 0.190 -0.067 -0.087 0.026 0.268 -0.224 0.104 0.120 0.197 0.117 0.093 0.094 0.168

---

# 11
ORCA calculation (the ωB97M-V functional and the def2-TZVPD basis) on the ion C4H7N2O with charge -1 in a non-equilibrium geometry.

## Properties
- HOMO-LUMO gap (eV) = 5.203
- ΔE to the lowest compared entry with this formula, charge and spin (kcal/mol) = 22.3

Geometry as ORCA input:
```
! RIJCOSX wB97M-V def2-TZVPD def2/J DEFGRID3
* xyz -1 1
C -0.259 0.327 -0.059
C 0.892 -0.731 -0.541
C 1.696 1.226 0.453
C -1.677 -0.137 0.076
N 0.241 1.357 0.459
N 2.099 0.051 -0.275
O 2.945 -0.698 0.484
H 0.901 -1.707 0.059
H 0.880 -1.062 -1.566
H 2.158 2.114 0.131
H 2.004 1.217 1.503
H -1.800 -0.954 -0.614
H -2.558 0.535 0.094
H -1.705 -0.602 1.019
*
```

For reference, the Löwdin charges in units of e are: -0.335 -0.138 -0.274 -0.070 0.072 -0.363 -0.413 0.106 0.070 0.071 0.095 0.054 0.075 0.050

---

# 12
ORCA calculation (the ωB97M-V functional and the def2-TZVPD basis) on the ion C4H7N2O with charge +1 in a non-equilibrium geometry.

## Properties
- HOMO-LUMO gap (eV) = 9.409
- ΔE to the lowest compared entry with this formula, charge and spin (kcal/mol) = 74.8

Geometry as ORCA input:
```
! RIJCOSX wB97M-V def2-TZVPD def2/J DEFGRID3
* xyz 1 1
C -1.253 0.027 0.851
C 0.256 -0.516 0.521
C -2.423 -0.095 0.191
C 0.135 0.880 0.210
N 0.060 1.525 -0.974
N 0.526 -1.395 -0.518
O -3.454 -0.062 -0.324
H -1.118 0.295 1.856
H 0.770 -0.999 1.342
H 0.528 1.558 1.076
H -0.054 0.843 -1.786
H 0.195 -1.063 -1.446
H -0.504 2.357 -1.020
H 0.282 -2.338 -0.286
*
```

For reference, the Löwdin charges in units of e are: -0.022 -0.272 -0.025 -0.217 0.128 0.101 0.312 0.132 0.171 0.202 0.143 0.111 0.126 0.109